(1)
Entry from the Open Molecules 2025 dataset: 3 unconnected molecules or ions with the total composition C12H24FN2O9 at a distorted geometry (ωB97M-V/def2-TZVPD).

Computed properties:
frontier orbital gap: 7.4 eV

ORCA input file:
```
! wB97M-V def2-TZVPD RIJCOSX def2/J DEFGRID3
* xyz 1 1
C -4.4683 -1.6031 -2.3499
C -4.9982 -2.7647 -1.3678
O -4.1003 -3.0965 -0.2635
N -2.9416 -3.6803 -0.6887
C -1.7953 -2.9057 -0.0561
O -0.8899 -3.4675 0.6129
N -1.6942 -1.4239 -0.1916
C -0.7635 -1.1240 -1.3260
O -0.6042 -2.0240 -2.1933
F -0.0597 0.1178 -1.3930
H -3.3611 -1.8515 -2.6092
H -4.4203 -0.5593 -1.8456
H -5.1363 -1.6136 -3.2816
H -5.9654 -2.3540 -0.8762
H -5.3456 -3.6842 -1.9793
H -2.8468 -3.7692 -1.7210
H -2.9035 -4.6512 -0.2854
H -2.6288 -1.0058 -0.3716
C 1.1551 3.3356 0.2898
C -0.3099 3.1817 -0.0719
O -1.0800 4.2707 0.4503
C -1.0280 5.4102 -0.2627
O -0.4078 5.5804 -1.2862
O -1.7670 6.3347 0.3726
C -1.7355 7.6231 -0.2411
H 1.2729 3.4702 1.3682
H 1.7255 2.4579 -0.0233
H 1.5888 4.2163 -0.1898
H -0.7036 2.2702 0.3855
H -0.4508 3.0874 -1.1527
H -1.9916 7.5642 -1.3010
H -0.7499 8.0750 -0.1078
H -2.4754 8.2504 0.2575
C 5.4314 -2.6377 3.5070
C 5.7046 -1.7080 2.3400
O 5.1347 -2.2275 1.1302
C 3.8177 -2.0244 0.9774
O 3.0905 -1.4455 1.7516
O 3.4368 -2.5977 -0.1795
C 2.0372 -2.5201 -0.4255
H 5.7622 -3.6536 3.2752
H 5.9474 -2.2924 4.4055
H 4.3619 -2.6934 3.7248
H 6.7821 -1.6383 2.1748
H 5.3425 -0.6954 2.5377
H 1.6775 -1.4909 -0.3479
H 1.5006 -3.1694 0.2700
H 1.8534 -2.8729 -1.4415
*
```

For each atom in turn, the Mulliken charge in e is:
1 C -0.721
2 C -0.340
3 O -0.281
4 N 0.137
5 C 0.096
6 O -0.380
7 N -0.121
8 C 0.591
9 O -0.432
10 F -0.152
11 H 0.133
12 H 0.250
13 H 0.350
14 H 0.309
15 H 0.339
16 H 0.464
17 H 0.409
18 H 0.365
19 C -1.138
20 C 0.070
21 O -0.379
22 C 0.731
23 O -0.545
24 O -0.344
25 C -0.629
26 H 0.311
27 H 0.340
28 H 0.319
29 H 0.152
30 H 0.292
31 H 0.296
32 H 0.292
33 H 0.227
34 C -1.082
35 C -0.166
36 O -0.374
37 C 0.724
38 O -0.567
39 O -0.364
40 C -0.536
41 H 0.294
42 H 0.356
43 H 0.301
44 H 0.293
45 H 0.298
46 H 0.127
47 H 0.308
48 H 0.377

(2)
Entry from the Open Molecules 2025 dataset: 5 unconnected molecules or ions with the total composition C12H24FNO8S at a distorted geometry (ωB97M-V/def2-TZVPD).

Computed properties:
energy relative to the best compared isomer or geometry (same formula, charge and spin): 142.5 kcal/mol
frontier orbital gap: 8.2 eV

ORCA input file:
```
! wB97M-V def2-TZVPD RIJCOSX def2/J DEFGRID3
* xyz 0 1
N -1.1322 2.5341 0.1192
H -1.1195 1.5751 0.3353
H -0.4208 2.7740 -0.3952
H -1.1717 3.2965 1.0285
H -1.9251 2.8102 -0.5599
F 1.0818 0.6247 -0.3507
C -1.1482 -1.7525 0.7669
C -1.5229 -2.0422 -0.6649
C -0.5264 -2.3758 -1.6088
O -0.7941 -3.7775 -1.8554
C -1.8126 -4.1442 -1.2230
O -2.3803 -5.2878 -1.2855
O -2.3808 -3.1431 -0.6037
H -0.5405 -0.6131 0.9771
H -0.5191 -2.4383 1.3350
H -2.1256 -1.6709 1.2067
H -2.0320 -1.2531 -1.0998
H 0.4826 -2.1103 -1.1491
H -0.5543 -1.9104 -2.5480
C 2.4164 1.5407 -3.3821
C 1.3256 0.5200 -3.7143
C -0.1520 1.0515 -3.9154
O -0.5317 0.4600 -5.1249
C 0.4688 -0.2905 -5.6362
O 0.3233 -1.0194 -6.5335
O 1.5741 -0.1255 -4.9150
H 3.3286 0.8930 -3.4748
H 2.3551 1.8954 -2.3827
H 2.5957 2.4499 -3.9948
H 1.5156 -0.2736 -3.0187
H -0.2869 2.1659 -4.0962
H -0.6679 1.0075 -2.9135
C -0.4089 -0.5209 4.1359
C 1.0703 -0.5609 3.7400
C 1.3030 0.8426 3.1480
S 0.6400 2.0051 4.2509
O -0.1500 2.9132 3.4249
O 1.6977 2.5373 5.0306
C -0.4231 0.9133 4.9612
H -0.6997 -1.1690 4.7680
H -1.0671 -0.4531 3.2390
H 1.1571 -1.3862 3.0293
H 1.7836 -0.8559 4.6605
H 0.7692 1.0323 2.3625
H 2.2819 1.1000 2.8634
H -1.5441 1.3296 5.0568
H -0.1330 0.9022 6.0061
*
```

For each atom in turn, the Mulliken charge in e is:
1 N -0.382
2 H 0.116
3 H 0.303
4 H 0.466
5 H 0.432
6 F -0.801
7 C -1.230
8 C 0.508
9 C -0.138
10 O -0.336
11 C 0.598
12 O -0.658
13 O -0.379
14 H -0.028
15 H 0.320
16 H 0.488
17 H 0.326
18 H 0.202
19 H 0.099
20 C -1.537
21 C 0.851
22 C 0.042
23 O -0.373
24 C 0.595
25 O -0.505
26 O -0.412
27 H 0.322
28 H 0.310
29 H 0.389
30 H 0.028
31 H 0.329
32 H -0.042
33 C -0.700
34 C -0.496
35 C -0.230
36 S 1.101
37 O -0.692
38 O -0.681
39 C -0.671
40 H 0.685
41 H 0.071
42 H 0.296
43 H 0.298
44 H -0.110
45 H 0.509
46 H 0.329
47 H 0.388

(3)
Entry from the Open Molecules 2025 dataset: a molecular structure, C12H24HfO8 at a distorted geometry (ωB97M-V/def2-TZVPD).

Computed properties:
energy relative to the best compared isomer or geometry (same formula, charge and spin): 76.6 kcal/mol
frontier orbital gap: 4.8 eV

ORCA input file:
```
! wB97M-V def2-TZVPD RIJCOSX def2/J DEFGRID3
* xyz 4 1
Hf -0.0766 -0.1796 0.1722
C -4.6242 -1.9216 -2.8608
O -3.5239 -1.3088 -2.1853
C -3.4531 -0.9422 -0.8987
O -2.3465 -0.5838 -0.3990
O -4.5440 -1.0724 -0.2602
C -4.6539 -0.6336 1.1147
H -4.4670 -2.0889 -3.9263
H -5.5076 -1.2895 -2.7710
H -4.8366 -2.8444 -2.3208
H -5.3120 -1.1922 1.7803
H -4.8445 0.4393 1.1417
H -3.6954 -0.8740 1.5747
C 3.2263 3.8208 2.9666
O 2.5309 2.6824 2.3958
C 2.0004 2.7454 1.0927
O 1.3017 1.8342 0.6721
O 2.6051 3.7442 0.3217
C 2.5837 3.7677 -1.0686
H 4.2751 3.9587 2.7036
H 3.1772 3.6768 4.0459
H 2.7002 4.7600 2.7953
H 1.8004 3.1923 -1.5619
H 3.5298 3.5371 -1.5582
H 2.3300 4.7759 -1.3960
C -0.2818 -0.9168 -4.3433
C -0.4852 -1.7882 -3.0974
O -0.2996 -1.3618 -1.9675
C -0.7809 -3.2555 -3.3600
H 0.6397 -1.2515 -4.8196
H -0.1636 0.1351 -4.0832
H -1.1716 -0.9790 -4.9698
H -0.4203 -3.7027 -2.4337
H -0.3116 -3.6321 -4.2688
H -1.8502 -3.4657 -3.3358
C 3.4521 -1.3948 2.7843
C 2.1279 -0.6775 3.0797
O 1.3725 -0.4755 2.1001
C 1.7479 -0.1788 4.5306
H 4.1388 -0.7938 2.1882
H 3.2704 -2.3070 2.2159
H 3.8523 -1.6541 3.7645
H 1.2107 0.7684 4.4833
H 2.7130 -0.1427 5.0360
H 1.0640 -0.9301 4.9256
*
```

For each atom in turn, the Mulliken charge in e is:
1 Hf 2.836
2 C -0.676
3 O -0.233
4 C 0.794
5 O -0.498
6 O -0.246
7 C -0.631
8 H 0.275
9 H 0.361
10 H 0.382
11 H 0.301
12 H 0.345
13 H 0.200
14 C -0.690
15 O -0.206
16 C 0.609
17 O -0.499
18 O -0.249
19 C -0.631
20 H 0.340
21 H 0.288
22 H 0.365
23 H 0.229
24 H 0.320
25 H 0.298
26 C -1.133
27 C 0.696
28 O -0.585
29 C -0.896
30 H 0.406
31 H 0.374
32 H 0.358
33 H 0.337
34 H 0.393
35 H 0.279
36 C -1.064
37 C 0.741
38 O -0.541
39 C -1.017
40 H 0.361
41 H 0.372
42 H 0.392
43 H 0.338
44 H 0.405
45 H 0.398

(4)
Entry from the Open Molecules 2025 dataset: a single C12H24N2O molecule at a distorted geometry (ωB97M-V/def2-TZVPD).

Computed properties:
SMILES: O=NN1CCCCCCCCCCCC1
energy relative to the best compared isomer or geometry (same formula, charge and spin): 9.3 kcal/mol
frontier orbital gap: 9.9 eV

ORCA input file:
```
! wB97M-V def2-TZVPD RIJCOSX def2/J DEFGRID3
* xyz 0 1
C -2.3565 0.5314 0.7488
C -2.2332 1.5835 -0.3735
C -0.9412 1.6088 -1.1604
C 0.2103 2.4590 -0.5891
C 0.7044 2.1627 0.8349
C 1.2730 0.7977 1.1104
C 2.5591 0.4247 0.3147
C 2.3345 -0.4533 -0.9452
C 2.2372 -1.9630 -0.6342
C 1.0826 -2.4420 0.2396
C -0.2832 -2.0837 -0.3537
C -1.4056 -1.8622 0.6686
H -3.2873 0.7045 1.2934
H -1.5579 0.6226 1.4769
H -2.4353 2.5643 0.0911
H -3.0616 1.4039 -1.0637
H -0.6417 0.5474 -1.3471
H -1.1501 1.9955 -2.1648
H -0.0942 3.5010 -0.6211
H 1.0682 2.3929 -1.2789
H 1.4764 2.9026 1.0648
H -0.1347 2.3669 1.5268
H 1.4500 0.7291 2.1799
H 0.4904 0.0478 0.9193
H 3.1044 1.3508 0.1087
H 3.2177 -0.1548 0.9593
H 1.4684 -0.1032 -1.5100
H 3.2216 -0.3374 -1.5962
H 3.1891 -2.2802 -0.1468
H 2.1750 -2.5032 -1.5822
H 1.1564 -3.5070 0.3896
H 1.1529 -1.9642 1.2333
H -0.5875 -2.8535 -1.0669
H -0.1640 -1.1617 -0.9149
H -0.9906 -1.5426 1.6320
H -1.9440 -2.8038 0.8931
N -3.5197 -1.3295 -0.2323
N -2.3889 -0.8473 0.2789
O -4.3946 -0.5044 -0.3830
*
```

For each atom in turn, the Mulliken charge in e is:
1 C -1.055
2 C -0.859
3 C -0.060
4 C -0.804
5 C -1.101
6 C 0.971
7 C -0.995
8 C -0.456
9 C -0.957
10 C -0.734
11 C 0.165
12 C -1.158
13 H 0.436
14 H 0.455
15 H 0.357
16 H 0.484
17 H -0.228
18 H 0.375
19 H 0.415
20 H 0.385
21 H 0.440
22 H 0.381
23 H 0.396
24 H -0.912
25 H 0.418
26 H 0.437
27 H 0.264
28 H 0.356
29 H 0.393
30 H 0.369
31 H 0.450
32 H 0.295
33 H 0.606
34 H -0.427
35 H 0.434
36 H 0.420
37 N -0.448
38 N 0.952
39 O -0.455